(1)
{
  "formula": "C28H30KN2P2",
  "method": "ωB97M-V/def2-TZVPD",
  "species": ["K", "N", "P", "C", "C", "C", "C", "C", "C", "C", "C", "C", "C", "C", "C", "P", "C", "C", "C", "C", "C", "C", "C", "C", "C", "C", "C", "C", "H", "H", "H", "H", "H", "H", "H", "H", "H", "H", "H", "H", "H", "H", "H", "H", "H", "H", "H", "H", "H", "C", "C", "C", "C", "N", "H", "H", "H", "H", "H", "H", "H", "H", "H"],
  "xyz": [[-1.088, 1.148, -2.711], [1.170, 0.079, 0.588], [1.679, 1.286, -0.513], [3.387, 1.285, -0.002], [3.668, 1.592, 1.279], [4.999, 1.949, 1.538], [6.091, 1.702, 0.661], [5.797, 1.183, -0.580], [4.400, 0.994, -0.910], [0.687, 2.574, 0.232], [-0.686, 2.424, 0.481], [-1.356, 3.412, 1.146], [-0.640, 4.569, 1.608], [0.742, 4.722, 1.296], [1.403, 3.666, 0.632], [0.020, -1.110, 0.305], [0.843, -2.258, -0.779], [1.453, -1.831, -1.999], [1.984, -2.778, -2.876], [1.838, -4.170, -2.626], [1.211, -4.605, -1.503], [0.735, -3.697, -0.591], [-0.123, -1.981, 1.916], [1.040, -2.443, 2.464], [1.013, -3.089, 3.713], [-0.203, -3.545, 4.261], [-1.381, -3.250, 3.591], [-1.344, -2.458, 2.476], [1.891, -0.182, 1.313], [2.997, 1.606, 2.199], [5.237, 2.361, 2.528], [7.120, 1.873, 0.943], [6.557, 0.930, -1.355], [4.145, 0.416, -1.792], [-1.239, 1.524, 0.364], [-2.430, 3.557, 1.215], [-1.154, 5.306, 2.227], [1.349, 5.537, 1.733], [2.480, 3.687, 0.550], [1.655, -0.741, -2.134], [2.564, -2.519, -3.726], [2.251, -4.911, -3.334], [1.030, -5.668, -1.286], [0.415, -3.969, 0.414], [1.987, -2.200, 2.055], [1.951, -3.380, 4.142], [-0.229, -4.033, 5.241], [-2.359, -3.542, 3.951], [-2.275, -2.113, 2.072], [-5.405, 1.219, -3.459], [-4.769, 0.923, -2.120], [-5.387, 1.714, -0.984], [-4.798, -0.657, -2.122], [-3.467, 1.284, -1.790], [-6.417, 0.839, -3.633], [-4.728, 0.731, -4.190], [-5.469, 2.327, -3.604], [-6.465, 1.495, -0.899], [-5.250, 2.773, -1.278], [-4.777, 1.615, -0.107], [-5.805, -1.031, -2.178], [-4.348, -1.024, -1.172], [-4.197, -1.116, -2.881]],
  "atomic_forces_ev_per_a": [[0.0, 0.0, 0.5], [0.4, -2.1, 2.6], [0.6, -0.8, -1.7], [-3.3, -0.3, -2.8], [2.7, 1.7, 4.8], [0.3, -0.5, 1.0], [-0.4, 0.9, 0.9], [-2.9, -1.1, -2.4], [3.6, -0.5, -0.2], [0.2, -0.4, 0.4], [0.4, 0.5, 0.6], [0.6, 3.2, 0.5], [1.2, -0.6, -0.9], [-0.9, -0.6, 1.1], [-0.8, 2.0, 0.8], [-1.5, 1.4, -0.2], [0.7, -3.3, -1.4], [0.4, 0.2, 0.9], [-0.6, -1.3, 1.1], [0.8, 0.8, -1.7], [-0.9, -1.0, 1.0], [0.2, 3.0, 1.1], [-0.9, -1.1, -0.8], [-0.1, -0.1, 2.3], [-0.9, -0.9, -0.6], [1.0, 0.5, 0.2], [0.0, 0.1, 0.4], [0.8, 1.3, -1.0], [-0.9, 0.6, -1.2], [0.4, 0.1, -1.6], [0.0, -0.3, -0.2], [0.0, 0.2, 0.2], [-0.6, 0.1, 0.9], [0.1, 0.4, -0.4], [-0.1, -0.8, -0.9], [-0.1, -1.0, 0.2], [0.1, -0.1, -0.3], [-0.6, -0.4, -0.4], [0.0, 0.1, -0.3], [-0.3, -1.0, -0.1], [0.3, 0.6, -0.7], [-0.2, 0.6, 0.3], [0.4, 0.4, -0.2], [-0.3, -0.5, -0.5], [0.8, 0.2, -0.5], [0.3, 0.0, 0.4], [0.1, 0.0, -0.5], [0.1, -0.2, 0.2], [-0.3, 0.0, -0.5], [0.5, 1.6, -1.2], [0.7, -2.0, 0.9], [-1.8, 0.5, -0.7], [-0.2, 0.4, 2.8], [2.2, 0.4, -1.9], [0.0, -0.2, 0.4], [-0.5, 0.6, -0.1], [0.3, -0.7, -0.3], [0.1, 0.2, 0.5], [-0.4, -0.4, 0.1], [-0.3, -0.5, 0.7], [-0.6, -0.4, -0.2], [-0.4, 0.3, -0.4], [0.3, 0.2, -0.8]],
  "lowdin_charge": [0.587, -0.428, 0.868, -0.508, -0.212, -0.133, -0.181, -0.146, -0.146, -0.409, -0.138, -0.090, -0.088, -0.081, -0.128, 0.924, -0.353, -0.113, -0.085, -0.115, -0.136, -0.086, -0.354, -0.127, -0.066, -0.087, -0.112, -0.089, 0.063, 0.122, 0.082, 0.066, 0.088, 0.068, 0.050, 0.098, 0.082, 0.096, 0.086, 0.038, 0.082, 0.102, 0.108, 0.087, 0.097, 0.090, 0.100, 0.100, 0.095, -0.112, -0.869, -0.110, -0.087, -0.148, 0.062, 0.066, 0.074, 0.075, 0.070, 0.051, 0.048, 0.069, 0.044],
  "orbital_gap_ha": [0.093, 0.198],
  "e_lumo_ev": [1.806, 1.768],
  "e_homo_ev": [-0.74, -3.63],
  "total_charge": -1
}


(2)
{
  "formula": "C28H30N4O7P2RuSSi",
  "method": "ωB97M-V/def2-TZVPD",
  "species": ["Ru", "N", "C", "S", "N", "N", "C", "C", "C", "C", "C", "C", "C", "O", "H", "H", "H", "H", "H", "H", "H", "N", "C", "C", "P", "O", "O", "O", "P", "O", "O", "O", "H", "H", "H", "H", "H", "H", "H", "H", "C", "C", "C", "C", "C", "C", "Si", "C", "C", "C", "C", "C", "C", "C", "C", "C", "C", "C", "C", "H", "H", "H", "H", "H", "H", "H", "H", "H", "H", "H", "H", "H", "H", "H"],
  "xyz": [[0.674, -0.098, -0.635], [-3.092, -0.297, -3.324], [-2.135, -0.380, -2.342], [-0.820, 0.735, -2.487], [-2.331, -1.296, -1.444], [-1.338, -1.386, -0.497], [-1.490, -2.396, 0.272], [-0.631, -2.780, 1.383], [-0.872, -4.039, 1.951], [-0.150, -4.511, 3.029], [0.822, -3.684, 3.587], [1.078, -2.433, 3.061], [0.383, -1.948, 1.930], [0.693, -0.777, 1.436], [-3.128, 0.566, -3.836], [-3.970, -0.743, -3.112], [-2.336, -3.054, 0.073], [-1.655, -4.651, 1.516], [-0.351, -5.489, 3.444], [1.381, -4.013, 4.455], [1.816, -1.782, 3.514], [3.679, -3.328, 0.906], [3.835, -2.536, -0.391], [5.145, -2.985, -1.028], [3.967, -0.722, 0.136], [3.379, -0.830, 1.645], [5.403, -0.395, 0.198], [2.988, 0.080, -0.679], [2.405, -3.011, -1.537], [1.714, -4.191, -0.611], [2.986, -3.599, -2.751], [1.363, -1.925, -1.594], [4.558, -3.775, 1.153], [2.940, -4.033, 0.778], [3.409, -2.663, 1.651], [5.978, -2.745, -0.364], [5.298, -2.448, -1.961], [5.111, -4.048, -1.272], [2.412, -0.612, 1.675], [0.843, -3.896, -0.303], [3.764, 4.438, -3.667], [3.814, 4.951, -2.379], [3.083, 4.352, -1.363], [2.285, 3.231, -1.604], [2.259, 2.726, -2.905], [2.984, 3.320, -3.928], [1.228, 2.455, -0.244], [2.111, 2.823, 1.393], [3.465, 2.499, 1.541], [4.134, 2.714, 2.736], [3.464, 3.265, 3.821], [2.123, 3.599, 3.695], [1.458, 3.378, 2.496], [-0.403, 3.423, -0.184], [-0.612, 4.614, -0.879], [-1.833, 5.275, -0.829], [-2.876, 4.759, -0.074], [-2.691, 3.572, 0.625], [-1.472, 2.916, 0.561], [4.338, 4.899, -4.462], [4.428, 5.817, -2.161], [3.141, 4.765, -0.361], [1.675, 1.841, -3.128], [2.948, 2.901, -4.926], [4.011, 2.069, 0.708], [5.179, 2.441, 2.817], [3.983, 3.433, 4.757], [1.590, 4.035, 4.533], [0.411, 3.650, 2.420], [0.189, 5.031, -1.479], [-1.969, 6.196, -1.384], [-3.829, 5.272, -0.036], [-3.501, 3.153, 1.210], [-1.353, 1.975, 1.093]],
  "atomic_forces_ev_per_a": [[-0.1, 0.1, 0.0], [0.0, 0.0, 0.0], [-0.1, 0.0, -0.1], [0.1, 0.1, 0.0], [0.0, 0.1, 0.0], [-0.1, 0.0, 0.0], [0.1, 0.0, 0.1], [0.0, 0.1, 0.0], [0.1, 0.0, 0.0], [0.0, 0.0, 0.0], [0.1, 0.0, 0.1], [0.0, 0.0, 0.0], [0.0, -0.2, 0.0], [0.0, 0.0, 0.0], [0.0, 0.0, 0.0], [0.0, 0.0, 0.0], [0.0, 0.0, 0.0], [0.0, 0.0, 0.0], [0.0, 0.0, 0.0], [0.0, 0.0, 0.0], [0.0, 0.0, 0.0], [0.0, -0.1, 0.0], [-0.1, 0.0, 0.1], [0.0, 0.0, -0.1], [-0.1, 0.0, -0.1], [-0.1, 0.0, 0.2], [0.0, 0.0, 0.0], [0.2, 0.1, 0.0], [0.0, 0.1, 0.1], [0.0, 0.0, 0.0], [0.0, 0.0, 0.0], [0.1, -0.2, 0.0], [0.0, 0.0, 0.0], [0.0, 0.0, 0.0], [0.0, 0.0, 0.0], [0.0, 0.0, 0.0], [0.0, 0.0, 0.0], [0.0, 0.0, 0.0], [0.0, 0.0, 0.0], [0.0, 0.0, 0.0], [0.0, 0.0, 0.0], [0.0, 0.0, 0.0], [0.0, 0.0, 0.0], [0.0, 0.0, 0.0], [0.0, 0.0, 0.0], [0.0, 0.0, 0.0], [0.0, 0.0, 0.1], [0.0, -0.1, -0.1], [0.0, 0.0, -0.1], [0.0, 0.0, 0.0], [0.0, 0.0, 0.0], [0.0, 0.0, 0.0], [-0.1, 0.0, 0.0], [0.0, 0.0, 0.1], [0.1, 0.0, 0.0], [0.0, 0.0, 0.0], [0.0, 0.0, 0.0], [0.0, 0.0, 0.0], [0.0, 0.0, 0.0], [0.0, 0.0, 0.0], [0.0, 0.0, 0.0], [0.0, 0.0, 0.0], [0.0, 0.0, 0.0], [0.0, 0.0, 0.0], [0.0, 0.0, 0.0], [0.0, 0.0, 0.0], [0.0, 0.0, 0.0], [0.0, 0.0, 0.0], [0.0, 0.0, 0.0], [0.0, 0.0, 0.0], [0.0, 0.0, 0.0], [0.0, 0.0, 0.0], [0.0, 0.0, 0.0], [0.0, 0.0, 0.0]],
  "mulliken_spin": [3.911, 0.012, -0.021, 0.262, 0.018, 0.044, 0.043, -0.044, -0.005, 0.008, 0.000, 0.013, 0.018, 0.064, 0.003, -0.002, 0.016, 0.000, 0.001, 0.000, 0.001, -0.001, 0.011, 0.003, 0.032, -0.001, 0.005, 0.033, 0.014, 0.004, 0.002, 0.069, 0.000, 0.000, -0.001, 0.001, -0.001, 0.000, 0.005, 0.001, 0.003, 0.001, 0.010, 0.012, 0.004, 0.004, 0.367, 0.015, 0.024, -0.016, 0.024, -0.013, 0.010, -0.024, 0.014, -0.002, 0.007, 0.004, 0.058, 0.000, 0.000, 0.000, -0.022, 0.000, 0.016, -0.001, 0.003, -0.001, 0.004, 0.001, 0.000, 0.000, 0.000, -0.017],
  "s_squared": 8.7607,
  "orbital_gap_ha": [0.214, 0.269],
  "e_lumo_ev": [2.395, 1.903],
  "e_homo_ev": [-3.43, -5.41],
  "total_charge": -1,
  "spin_multiplicity": 6
}


(3)
{
  "formula": "C28H30N5O4SSeTi",
  "method": "ωB97M-V/def2-TZVPD",
  "species": ["Ti", "O", "C", "O", "C", "C", "C", "C", "C", "C", "S", "H", "H", "H", "H", "N", "C", "C", "O", "O", "H", "H", "H", "H", "N", "C", "C", "C", "N", "C", "C", "H", "H", "H", "H", "H", "H", "C", "C", "N", "H", "H", "H", "C", "C", "C", "C", "C", "C", "N", "H", "H", "H", "H", "H", "H", "H", "H", "Se", "C", "C", "C", "C", "C", "C", "H", "H", "H", "H", "H"],
  "xyz": [[-0.612, -0.035, -0.457], [-0.392, -2.360, 1.926], [0.616, -1.440, 1.887], [0.586, -0.494, 1.070], [1.647, -1.689, 2.856], [1.650, -2.928, 3.530], [2.539, -3.213, 4.531], [3.470, -2.240, 4.919], [3.521, -1.041, 4.263], [2.654, -0.725, 3.192], [2.885, 0.746, 2.403], [0.934, -3.677, 3.223], [2.518, -4.178, 5.025], [4.157, -2.450, 5.731], [4.252, -0.293, 4.544], [2.924, -0.388, -0.847], [3.071, 1.024, -1.170], [1.718, 1.714, -1.447], [1.703, 2.683, -2.204], [0.709, 1.259, -0.828], [2.167, -0.445, -0.163], [3.761, -0.696, -0.357], [3.721, 1.121, -2.047], [3.507, 1.613, -0.347], [1.693, -3.345, -5.206], [1.267, -2.599, -4.094], [1.093, -3.186, -2.830], [0.618, -2.434, -1.787], [0.278, -1.127, -1.889], [0.473, -0.557, -3.103], [0.950, -1.236, -4.195], [2.261, -4.141, -4.945], [2.155, -2.774, -5.903], [1.346, -4.227, -2.681], [0.502, -2.881, -0.805], [0.235, 0.496, -3.179], [1.081, -0.715, -5.134], [-2.630, -3.093, 1.636], [-1.506, -2.261, 1.049], [-1.547, -1.619, -0.002], [-2.962, -3.833, 0.912], [-3.455, -2.412, 1.844], [-2.311, -3.573, 2.559], [-1.457, 3.097, -1.024], [-2.069, 2.076, -1.930], [-2.859, 2.322, -3.030], [-3.237, 1.066, -3.540], [-2.665, 0.119, -2.721], [-2.873, -1.363, -2.789], [-1.935, 0.729, -1.737], [-2.086, 3.990, -0.999], [-0.460, 3.393, -1.362], [-1.366, 2.684, -0.013], [-3.140, 3.287, -3.419], [-3.877, 0.886, -4.390], [-3.581, -1.583, -3.589], [-3.278, -1.719, -1.839], [-1.945, -1.908, -2.982], [-2.640, 0.617, 1.478], [-3.218, 2.002, 2.675], [-4.584, 2.137, 2.945], [-5.038, 3.034, 3.887], [-4.140, 3.829, 4.585], [-2.785, 3.716, 4.311], [-2.325, 2.821, 3.365], [-5.275, 1.507, 2.400], [-6.103, 3.104, 4.088], [-4.497, 4.524, 5.338], [-2.073, 4.324, 4.856], [-1.263, 2.734, 3.168]],
  "atomic_forces_ev_per_a": [[-1.4, 1.6, 1.3], [0.7, 0.5, 0.3], [-0.9, 0.5, -1.1], [0.8, -1.8, 2.0], [0.6, -0.2, 0.7], [-0.1, -0.1, -0.1], [-0.1, -0.4, 0.1], [0.1, 0.2, -0.1], [0.3, -0.5, 0.6], [-0.4, 0.3, -0.7], [0.3, 0.7, -0.1], [-0.1, 0.0, 0.1], [0.0, 0.0, 0.0], [0.1, 0.0, 0.0], [-0.1, 0.0, -0.1], [0.1, -0.2, 0.1], [-0.2, 0.2, 0.0], [1.4, 0.5, -0.7], [0.0, -0.1, 0.0], [0.5, 0.8, 0.0], [0.4, 0.0, 0.0], [-0.2, 0.1, 0.1], [-0.2, 0.2, 0.1], [0.0, -0.1, -0.1], [0.1, 0.2, 0.3], [-0.2, 0.4, 0.4], [0.2, 0.0, -0.8], [-0.2, 0.7, 0.2], [1.1, -1.7, -2.2], [-0.1, 0.0, 0.7], [0.3, -0.8, -0.3], [0.0, 0.1, -0.1], [-0.1, -0.1, 0.1], [0.0, 0.0, 0.1], [-0.1, 0.1, -0.1], [-0.1, 0.0, 0.0], [0.0, 0.1, 0.0], [0.4, 0.2, 0.1], [-0.7, -0.5, -0.2], [-0.6, -1.6, 0.6], [0.0, 0.0, -0.1], [0.0, 0.1, 0.0], [-0.1, -0.1, 0.0], [0.2, 0.0, 0.0], [-0.1, 0.7, -0.1], [0.1, 0.2, 0.1], [-0.1, -0.3, -0.1], [-0.3, -0.4, -0.5], [0.0, 0.2, 0.1], [-0.6, 0.5, -1.1], [-0.1, 0.0, 0.1], [-0.1, 0.0, 0.1], [-0.1, 0.3, -0.1], [0.0, 0.2, 0.0], [-0.1, -0.2, -0.1], [0.0, 0.0, -0.1], [0.1, -0.1, -0.1], [-0.1, -0.1, 0.0], [-0.6, 0.1, 0.6], [0.5, -0.4, -0.5], [0.1, -0.1, -0.2], [-0.2, 0.1, 0.1], [-0.1, 0.2, 0.2], [0.0, 0.2, 0.2], [0.1, 0.0, -0.1], [-0.1, 0.0, 0.0], [0.0, 0.0, 0.0], [0.0, 0.0, 0.0], [0.0, 0.1, 0.0], [0.0, 0.0, 0.0]],
  "mulliken_spin": [0.893, -0.002, 0.022, 0.018, 0.005, 0.007, -0.003, 0.006, -0.002, 0.010, 0.013, 0.000, 0.000, 0.001, 0.000, 0.000, 0.005, 0.001, 0.011, -0.019, 0.001, 0.001, -0.001, 0.000, 0.009, 0.047, -0.026, 0.085, -0.119, 0.079, -0.023, 0.000, 0.000, -0.002, 0.006, 0.001, -0.002, 0.000, 0.006, -0.037, 0.001, 0.000, 0.000, 0.000, 0.005, -0.001, 0.006, 0.012, 0.003, -0.020, 0.000, 0.001, -0.002, 0.001, 0.001, 0.000, -0.001, 0.001, 0.001, 0.006, -0.001, -0.001, 0.001, -0.001, 0.001, -0.001, 0.000, 0.000, 0.000, -0.001],
  "s_squared": 0.7588,
  "orbital_gap_ha": [0.187, 0.198],
  "e_lumo_ev": [4.160, 4.159],
  "e_homo_ev": [-0.93, -1.24],
  "total_charge": -2,
  "spin_multiplicity": 2
}


In order of appearance, M = 495.6; 757.7; 659.5 g mol⁻¹.